[1]
C20H23N4O3Re | ωB97M-V/def2-TZVPD

```
51
C20H23N4O3Re, DFT ωB97M-V/def2-TZVPD
Re -0.69 -0.70 -0.05
O 2.48 0.73 -3.01
C 1.86 1.89 -3.28
C 2.51 2.76 -4.13
C 1.93 3.96 -4.48
C 0.66 4.33 -3.99
C 0.00 3.50 -3.15
C 0.57 2.25 -2.76
C -0.16 1.40 -1.90
O 0.44 0.33 -1.32
N -1.43 1.63 -1.62
N -1.92 0.69 -0.79
C -3.21 0.86 -0.43
C -4.00 -0.05 0.27
C -5.37 0.24 0.46
C -6.20 -0.69 1.02
C -5.69 -1.95 1.39
C -4.36 -2.27 1.21
C -3.51 -1.32 0.69
O -2.20 -1.60 0.52
H 1.91 0.16 -2.48
H 3.48 2.47 -4.52
H 2.45 4.62 -5.15
H 0.22 5.28 -4.28
H -0.97 3.77 -2.76
H -3.66 1.77 -0.81
H -5.76 1.20 0.14
H -7.25 -0.47 1.17
H -6.36 -2.69 1.82
H -3.96 -3.24 1.48
C 3.02 -0.07 2.44
C 1.80 0.16 1.52
N 1.19 -1.15 1.11
C 2.22 -1.96 0.38
C 3.45 -2.21 1.29
N 3.19 -1.56 2.62
C 1.98 -2.14 3.28
C 0.77 -1.91 2.34
H 2.87 0.37 3.43
H 3.94 0.32 2.02
H 2.11 0.68 0.61
H 1.05 0.76 2.02
H 2.52 -1.41 -0.51
H 1.77 -2.90 0.07
H 4.36 -1.79 0.88
H 3.61 -3.28 1.47
H 4.00 -1.72 3.22
H 1.85 -1.64 4.24
H 2.16 -3.19 3.46
H -0.01 -1.34 2.85
H 0.35 -2.86 2.02
```

Calculated values
lowest unoccupied orbital energy (spin up / spin down)	-11.867 / -11.734	eV
highest occupied orbital energy (spin up / spin down)	-16.21 / -16.22	eV
Kohn-Sham gap (spin up / spin down)	4.34 / 4.48	eV
charge	+3
2S+1	4
expectation value of S²	3.86
energy above the lowest of the compared OMol25 structures with the same formula, charge and spin	5.5	kcal/mol
strongest force on any atom	1.11	eV/Å


[2]
C3HCl2N2 | ωB97M-V/def2-TZVPD

```
8
C3HCl2N2, DFT ωB97M-V/def2-TZVPD
C -1.26 -1.54 0.00
C 1.37 0.85 0.05
C -0.82 0.78 -0.01
N -1.25 -2.68 0.09
N -1.39 -0.25 0.03
Cl 1.57 -0.79 -0.06
Cl 2.78 1.84 0.03
H -1.00 1.79 -0.14
```

Calculated values
lowest unoccupied orbital energy	-7.086	eV
highest occupied orbital energy	-15.33	eV
Kohn-Sham gap	8.24	eV
charge	+1
energy above the lowest of the compared OMol25 structures with the same formula, charge and spin	73.7	kcal/mol
strongest force on any atom	2.26	eV/Å


[3]
C33H52BiN5OP2 | ωB97M-V/def2-TZVPD

```
94
C33H52BiN5OP2, DFT ωB97M-V/def2-TZVPD
Bi 0.23 1.24 -0.02
C -3.88 -0.19 2.91
C -3.19 0.49 1.73
C -3.94 1.72 1.23
P -1.40 0.94 2.03
C -1.32 2.38 3.23
C -2.10 2.27 4.53
C 0.14 2.73 3.50
C -0.60 -0.60 2.53
C -0.55 -1.02 3.85
C 0.07 -2.21 4.21
C 0.05 -2.71 5.62
C 0.72 -2.92 3.21
C 0.71 -2.50 1.89
C 0.00 -1.37 1.50
N -0.10 -0.88 0.19
C -0.15 -1.61 -0.99
C 0.06 -2.98 -1.13
C 0.11 -3.58 -2.37
C -0.05 -2.85 -3.55
C 0.08 -3.47 -4.90
C -0.41 -1.52 -3.41
C -0.50 -0.91 -2.17
P -1.41 0.66 -2.04
C -3.20 0.17 -2.46
C -3.51 0.02 -3.95
C -3.52 -1.14 -1.74
C -0.87 1.77 -3.45
C -1.39 3.18 -3.15
C 0.64 1.79 -3.65
H -4.81 -0.63 2.56
H -3.26 -0.99 3.32
H -4.12 0.50 3.71
H -3.12 -0.25 0.92
H -4.08 2.44 2.04
H -3.40 2.20 0.42
H -4.93 1.43 0.87
H -1.76 3.20 2.64
H -1.79 1.41 5.13
H -1.92 3.16 5.12
H -3.17 2.20 4.36
H 0.61 1.95 4.09
H 0.71 2.84 2.57
H 0.19 3.66 4.05
H -1.01 -0.41 4.62
H -0.31 -1.96 6.32
H -0.60 -3.58 5.68
H 1.05 -3.03 5.93
H 1.25 -3.82 3.47
H 1.29 -3.06 1.18
H 0.16 -3.61 -0.26
H 0.27 -4.65 -2.43
H 0.61 -4.41 -4.87
H -0.91 -3.66 -5.33
H 0.59 -2.79 -5.58
H -0.64 -0.96 -4.30
H -3.82 0.97 -2.04
H -2.85 -0.70 -4.42
H -4.53 -0.36 -4.04
H -3.47 0.97 -4.48
H -3.08 -1.98 -2.27
H -3.13 -1.15 -0.72
H -4.59 -1.29 -1.70
H -1.33 1.39 -4.36
H -0.91 3.58 -2.26
H -1.18 3.85 -3.98
H -2.47 3.18 -2.99
H 1.14 2.27 -2.80
H 1.04 0.79 -3.77
H 0.88 2.37 -4.54
C 5.29 0.36 -3.87
N 4.35 0.62 -2.80
C 4.39 1.84 -2.03
C 3.13 1.68 -1.18
O 2.71 2.49 -0.37
N 2.54 0.51 -1.49
C 3.26 -0.07 -2.46
N 2.89 -1.22 -3.02
H 6.24 0.84 -3.63
H 4.93 0.77 -4.82
H 5.46 -0.71 -3.98
H 4.34 2.73 -2.65
H 5.28 1.90 -1.40
H 2.11 -1.72 -2.64
H 3.46 -1.66 -3.72
C 3.34 0.16 4.86
C 3.84 0.58 3.48
C 2.75 0.64 2.56
N 1.82 0.67 1.89
H 4.15 0.19 5.58
H 2.95 -0.85 4.84
H 2.56 0.83 5.20
H 4.59 -0.12 3.10
H 4.30 1.58 3.52
```

Calculated values
lowest unoccupied orbital energy	-5.272	eV
highest occupied orbital energy	-12.40	eV
Kohn-Sham gap	7.13	eV
charge	+2
energy above the lowest of the compared OMol25 structures with the same formula, charge and spin	19.7	kcal/mol
strongest force on any atom	1.59	eV/Å


[4]
C13H18Cl2N2O2PSY | ωB97M-V/def2-TZVPD

```
40
C13H18Cl2N2O2PSY, DFT ωB97M-V/def2-TZVPD
C -0.75 -2.32 -2.53
C -1.63 -1.42 -1.66
H -1.34 -2.82 -3.32
H -0.30 -3.17 -1.94
H 0.03 -1.74 -3.09
O -2.81 -1.26 -1.92
Cl 3.02 -2.99 -0.85
Y 1.13 -1.53 -0.81
P -0.24 1.27 -2.02
C -1.96 1.84 -1.78
C 0.58 2.95 -1.96
H 0.76 0.63 -4.15
H -0.33 2.05 -4.30
H -1.02 0.39 -4.18
C -0.21 1.06 -3.83
H 1.65 2.83 -2.11
H 0.15 3.58 -2.74
H -2.16 2.64 -2.49
H -2.06 2.21 -0.75
H 0.41 3.41 -0.98
H -2.64 1.01 -1.93
C -1.15 -0.44 -0.04
O -1.87 -0.26 0.88
Cl 2.50 0.58 -0.68
N 0.70 -3.53 1.18
C 0.91 -2.47 2.08
N 1.04 -1.25 1.61
C 0.94 -0.26 2.58
C 0.74 1.10 2.34
C 0.35 1.92 3.41
C 0.31 1.41 4.71
C 0.55 0.05 4.95
C 0.81 -0.80 3.88
S 0.80 -2.57 3.82
H -0.04 -4.14 1.53
H 1.55 -4.11 1.04
H 0.88 1.48 1.33
H 0.12 2.98 3.23
H 0.08 2.07 5.54
H 0.54 -0.38 5.96
```

Calculated values
lowest unoccupied orbital energy (spin up / spin down)	-10.793 / -9.552	eV
highest occupied orbital energy (spin up / spin down)	-14.73 / -14.74	eV
Kohn-Sham gap (spin up / spin down)	3.93 / 5.19	eV
charge	+2
energy above the lowest of the compared OMol25 structures with the same formula, charge and spin	38.7	kcal/mol
strongest force on any atom	5.89	eV/Å